Computed, not measured: a structure of composition C23H29N3O3 in a non-equilibrium geometry, with the ωB97M-V functional and the def2-TZVPD basis.

Kohn-Sham gap	0.30746	Ha
charge	0
energy relative to the best compared isomer or geometry (same formula, charge and spin)	2534.47	kJ/mol

CARTESIAN COORDINATES (ANGSTROEM)
C  -4.60  -0.84  2.21
H  -5.16  -0.25  1.50
H  -4.82  -1.79  2.06
H  -4.69  -0.52  3.13
C  -3.18  -0.87  1.51
N  -2.96  -1.26  0.37
C  -3.16  -2.75  0.36
H  -4.13  -2.86  -0.20
C  -2.18  -3.23  -0.93
H  -2.22  -2.83  -1.82
H  -2.45  -4.11  -0.91
C  -0.77  -3.05  -0.51
N  -0.19  -1.96  -0.58
C  0.96  -1.34  -1.02
O  1.70  -2.24  -1.69
C  1.16  0.04  -0.91
H  2.18  0.07  -1.58
H  0.38  0.58  -1.41
C  1.57  0.69  0.33
C  1.83  2.11  0.41
O  1.01  2.96  0.22
N  3.07  2.35  0.27
C  4.12  1.34  0.23
C  5.38  1.46  -0.04
C  6.37  0.55  -0.35
C  6.03  -0.82  0.39
C  4.64  -1.23  0.78
C  3.75  0.14  0.64
O  2.34  -0.24  1.19
H  4.34  -2.03  1.24
H  6.67  -1.54  0.44
C  7.76  0.58  -0.64
H  8.32  -0.30  -0.71
H  8.32  0.97  0.27
H  7.82  1.17  -1.39
H  5.79  2.58  -0.56
H  3.54  3.21  -0.22
H  0.55  0.52  1.26
H  -0.90  -1.06  -0.08
H  -0.14  -3.59  -0.98
H  -0.46  -3.61  0.77
H  -3.00  -3.00  1.41
C  -3.72  -0.51  -0.70
C  -3.59  0.89  -0.59
C  -4.80  1.87  -0.77
C  -4.46  3.12  -0.62
C  -3.30  3.69  -0.38
C  -2.10  2.89  -0.30
C  -2.29  1.75  -0.55
H  -1.55  1.13  -0.33
H  -1.24  3.55  -0.24
H  -3.30  4.92  -0.39
H  -5.33  3.84  -0.77
H  -5.59  1.25  -0.74
H  -4.57  -0.84  -0.65
H  -3.13  -0.68  -1.48
H  -2.95  0.31  1.63
H  -2.63  -1.22  2.41

These are the natural (NBO) partial charges, in e, on atoms 1 to 6:
1 C -0.63
2 H 0.18
3 H 0.18
4 H 0.21
5 C -0.18
6 N -0.47